No. 1
# C47H38MgN4O6P2

C47H38MgN4O6P2 as an isolated structure at a distorted geometry (ωB97M-V/def2-TZVPD, the OMol25 dataset).

Frontier orbital gap, eV: 6.36
Energy relative to the best compared isomer or geometry (same formula, charge and spin), kJ/mol: 62.0
Spin multiplicity: 1

CARTESIAN COORDINATES (ANGSTROEM)
Mg  0.15760  -1.62563  -1.41454
O  0.58409  0.15979  -0.55225
P  0.87644  0.54287  0.85517
C  0.28418  -0.66388  2.11440
P  0.84849  -2.34913  1.66854
O  1.35144  -2.34679  0.27195
C  2.19045  -2.73294  2.82195
C  1.99561  -3.43507  4.00780
C  3.08217  -3.72623  4.81855
C  4.35314  -3.29298  4.46746
C  4.54688  -2.57921  3.29269
C  3.47047  -2.31779  2.46070
C  -0.44022  -3.56355  1.99428
C  -1.68687  -3.27315  2.53242
C  -2.61066  -4.29012  2.72044
C  -2.28321  -5.59563  2.39033
C  -1.02821  -5.89076  1.87079
C  -0.10879  -4.87845  1.66872
C  -0.05687  2.01255  1.32446
C  -0.06437  2.51921  2.62218
C  -0.87174  3.59947  2.93338
C  -1.67415  4.16896  1.95268
C  -1.66594  3.66416  0.66128
C  -0.85254  2.58864  0.34170
C  2.63809  0.87930  1.07459
C  3.35803  0.99815  -0.11277
C  4.71463  1.28113  -0.07642
C  5.35326  1.45344  1.14311
C  4.63210  1.35396  2.32567
C  3.27741  1.06810  2.29547
H  -0.80334  -0.58671  2.08448
H  0.62579  -0.39658  3.11473
H  1.00145  -3.76069  4.28911
H  2.93759  -4.30687  5.72044
H  5.19697  -3.52896  5.10280
H  5.53666  -2.24085  3.01424
H  3.61041  -1.80957  1.51464
H  -1.93443  -2.25811  2.82024
H  -3.59037  -4.05551  3.11544
H  -3.00611  -6.38619  2.54097
H  -0.77739  -6.91074  1.61237
H  0.87185  -5.09349  1.25944
H  0.55897  2.07901  3.39283
H  -0.88496  3.99399  3.94122
H  -2.30989  5.01007  2.20053
H  -2.29151  4.10047  -0.10201
H  -0.83914  2.17859  -0.66160
H  2.83956  0.85228  -1.05183
H  5.26830  1.36309  -1.00272
H  6.41688  1.65116  1.17080
H  5.13361  1.49402  3.27455
H  2.73110  0.97470  3.22714
C  -1.93960  7.64639  -0.48203
O  -1.41401  6.69122  -1.37931
C  -2.27963  5.78637  -1.91010
C  -1.72408  4.80748  -2.73240
C  -2.51748  3.83303  -3.29843
C  -3.90483  3.82204  -3.07982
C  -4.44954  4.81071  -2.26569
C  -3.64993  5.77854  -1.67638
N  -4.80152  3.05836  -3.86439
N  -4.59257  1.91446  -4.30494
C  -3.50276  1.09788  -3.94261
C  -2.76022  0.55885  -4.98367
C  -1.59647  -0.16342  -4.77212
C  -1.16709  -0.48801  -3.47839
O  -0.06297  -1.07650  -3.22064
C  -2.07480  -0.14515  -2.40230
N  -1.83420  -0.75212  -1.21867
C  -2.64684  -0.52420  -0.21314
C  -3.70795  0.39289  -0.28462
C  -3.97208  1.01828  -1.47501
C  -3.18600  0.72258  -2.60950
H  -1.09554  8.24490  -0.15004
H  -2.40490  7.16341  0.38305
H  -2.67182  8.29700  -0.96868
H  -0.66007  4.83832  -2.92883
H  -2.07077  3.09430  -3.94820
H  -5.51860  4.81590  -2.09350
H  -4.10789  6.53585  -1.05461
H  -3.07259  0.79943  -5.99342
H  -0.98695  -0.48821  -5.60482
H  -2.48008  -1.11060  0.68521
H  -4.31030  0.57987  0.59441
H  -4.80318  1.70798  -1.55550
O  -0.43018  -4.74739  -3.26450
C  0.01876  -3.96041  -2.44553
O  -0.61692  -3.32081  -1.53514
C  1.53490  -3.75173  -2.38007
C  2.37973  -4.85510  -2.41946
C  3.72948  -4.66818  -2.18758
C  4.19867  -3.37538  -1.98603
C  3.28884  -2.33361  -2.00044
N  1.98281  -2.51513  -2.16836
H  1.94906  -5.82865  -2.60861
H  4.40568  -5.51354  -2.17147
H  5.24659  -3.17812  -1.80435
H  3.61695  -1.31133  -1.85187

No. 2
# C15H12BrO8Pd

C15H12BrO8Pd as an isolated structure at a distorted geometry (ωB97M-V/def2-TZVPD, the OMol25 dataset).

Frontier orbital gap (spin up / spin down), eV: 6.07 / 6.70
Energy relative to the best compared isomer or geometry (same formula, charge and spin), kJ/mol: 1147.7
Total charge: -1
Spin multiplicity: 5

CARTESIAN COORDINATES (ANGSTROEM)
Pd  -0.87483  -1.75835  -0.04891
O  -4.44591  -1.97977  1.84845
C  -3.44842  -1.78021  1.08538
O  -2.41864  -2.47799  0.88704
C  -3.46106  -0.43345  0.37291
C  -2.65715  0.42202  1.35000
C  -2.43647  1.84495  0.80990
C  -1.32910  1.62720  -0.24209
C  -1.25316  0.09272  -0.27574
O  -1.32340  -0.10252  1.17506
C  -2.57724  -0.41702  -0.87304
C  -2.69127  -1.68637  -1.74531
O  -3.52535  -1.54762  -2.70570
O  -1.92595  -2.66141  -1.53130
H  -4.47523  -0.06523  0.19368
H  -2.97224  0.38741  2.39678
H  -2.06519  2.51023  1.59717
H  -3.34878  2.27960  0.39029
H  -0.38791  2.05053  0.12831
H  -1.55796  2.08575  -1.20823
H  -0.33536  -0.31529  -0.70307
H  -2.95013  0.37125  -1.54638
Br  3.97177  3.45620  1.46294
C  4.08931  1.75968  0.63274
C  5.32381  1.30540  0.17014
C  5.41312  0.05628  -0.44175
C  4.26865  -0.73108  -0.58761
C  3.01791  -0.28535  -0.12585
C  2.94470  0.97651  0.48881
C  1.77921  -1.14377  -0.28673
O  1.92735  -2.27229  -0.85303
O  0.68631  -0.67012  0.15683
H  6.21563  1.91343  0.28120
H  6.36728  -0.31068  -0.80686
H  4.33669  -1.70781  -1.06570
H  1.97949  1.32836  0.84894
O  0.13952  -2.12120  -1.22931